Entry from the Open Molecules 2025 dataset: a single C10H12OSi molecule at a distorted geometry (the ωB97M-V functional and the def2-TZVPD basis).

Each line ends with the natural charge from an NBO analysis.
Geometry (Å):
C (-1.16934, 1.95496, -2.13061)  -0.190
C (-0.91596, 1.40461, -1.10046)  -0.042
C (2.99949, -1.63447, -0.75739)  -0.201
C (3.07744, -0.23121, -0.72480)  -0.203
C (1.76273, -2.23130, -0.41828)  -0.199
C (1.95890, 0.56975, -0.51082)  -0.211
C (0.64122, -1.46456, -0.27112)  -0.207
C (0.78600, -0.07451, -0.19449)  -0.019
C (-0.29468, 1.77921, 1.15167)  -0.612
C (-0.52175, 0.67172, 0.07991)  0.179
O (-1.54932, -0.22150, 0.64548)  -0.924
Si (-3.07646, -0.44423, 1.02549)  1.253
H (-1.33361, 2.71948, -2.82030)  0.231
H (3.86021, -2.20495, -0.94252)  0.209
H (4.08769, 0.00750, -0.77566)  0.213
H (1.69018, -3.27445, -0.52651)  0.207
H (1.94721, 1.60176, -0.50895)  0.216
H (-0.40726, -1.76311, -0.04449)  0.245
H (0.50456, 1.57203, 1.79109)  0.224
H (-1.29027, 1.96403, 1.68601)  0.234
H (-0.25416, 2.82093, 0.65458)  0.230
H (-4.04752, -0.42944, -0.09243)  -0.200
H (-3.51200, 0.54148, 2.02330)  -0.231
H (-3.06193, -1.64530, 1.85612)  -0.201

Atomic forces in eV per Å
0.1 0.3 0.6
-0.7 -1.0 -0.6
-2.8 1.4 1.4
-0.6 -2.0 0.0
1.1 0.3 -1.8
0.3 -2.1 0.6
-0.8 1.1 1.3
-1.7 -1.1 -0.7
-3.2 2.5 -1.3
-0.4 0.8 1.9
2.9 0.7 -1.7
-1.2 0.3 0.9
-0.3 0.4 -1.0
1.0 -0.7 -0.1
1.4 1.8 -0.5
-0.2 -1.3 0.2
0.5 2.1 0.0
1.3 -0.6 -0.3
1.1 -0.2 1.1
1.4 -0.8 -0.2
0.8 -1.7 0.6
0.2 -0.2 0.0
-0.2 0.5 0.0
-0.1 -0.6 -0.3

Output
Structure (SMILES): C#C[C@@](C)(O[SiH3])c1ccccc1
Net charge: 0

Entry from the Open Molecules 2025 dataset: 2 unconnected molecules or ions with the total composition C10H12Si at a distorted geometry (the ωB97M-V functional and the def2-TZVPD basis).

Each line ends with the natural charge from an NBO analysis.
Geometry (Å):
C (-2.76752, 0.99509, -1.08512)  -0.511
C (-2.71860, 0.91023, 0.22823)  0.125
C (2.76348, 1.92942, -0.01490)  -0.191
C (1.58394, 1.68692, 0.64732)  -0.227
C (3.49631, 0.85824, -0.55654)  -0.229
C (0.99940, 0.45965, 0.58250)  -0.206
C (2.93152, -0.35266, -0.63470)  -0.210
C (1.58544, -0.57289, -0.19563)  -0.429
C (-1.06082, -2.58383, -0.41416)  -1.113
C (-2.69031, 0.79529, 1.57158)  -0.528
Si (0.69686, -2.30985, -0.47054)  1.204
H (-3.63899, 0.55290, -1.44844)  0.224
H (3.16264, 2.95971, -0.18378)  0.218
H (1.02699, 2.37330, 1.30956)  0.222
H (4.58885, 1.12349, -0.86704)  0.223
H (-0.01064, 0.28946, 0.82227)  0.220
H (3.37533, -1.25656, -1.15737)  0.211
H (-1.39978, -3.60920, -0.12500)  0.236
H (-1.95744, 1.19904, -1.73986)  0.233
H (-1.83135, -1.87187, -0.48854)  0.232
H (-2.28714, -0.14036, 2.01769)  0.232
H (-2.89684, 1.62469, 2.22380)  0.227
H (1.96061, -3.01989, -0.36830)  -0.163

Atomic forces in eV per Å
0.3 -0.6 2.3
0.6 0.2 1.9
1.1 1.0 -0.2
-0.6 1.2 1.2
2.5 2.9 -0.2
0.5 -2.4 -2.5
-1.8 -3.9 -0.9
-0.2 0.1 0.3
3.0 -2.0 0.7
0.7 -0.6 -2.5
-1.2 2.6 0.8
-1.4 -0.3 -1.2
-0.3 -1.0 0.7
0.6 0.4 -0.9
-2.2 -0.9 0.2
-1.0 0.1 1.1
0.0 1.4 0.7
0.3 0.9 -0.7
0.6 0.4 -0.2
-0.5 1.0 -0.1
-0.5 0.7 -0.4
-0.3 0.2 0.1
-0.2 -1.4 -0.2

Output
Structure (SMILES): C=[SiH]c1ccccc1.C=C=C
Net charge: 0

Entry from the Open Molecules 2025 dataset: a molecular structure, C10H13BBe2BrCl2F2IKNO11S at a distorted geometry (the ωB97M-V functional and the def2-TZVPD basis).

Each line ends with the natural charge from an NBO analysis.
Geometry (Å):
C (2.33970, -2.69795, 2.74464)  -0.293
O (2.64140, -1.30560, 3.05754)  -0.555
C (1.74271, -0.39986, 2.31947)  -0.074
C (0.56813, 0.10823, 3.31092)  -0.450
C (-0.79697, 0.56996, 2.53593)  -0.508
C (-1.96598, -0.56913, 2.76614)  -0.433
C (-1.80204, -1.61309, 1.54730)  -0.299
N (-2.66391, -2.84175, 1.63509)  -0.790
I (-1.79763, -4.15258, 0.23037)  0.675
S (-2.49174, -3.67931, 3.14263)  2.300
O (-1.12229, -3.54423, 3.77047)  -0.852
O (-2.78160, -5.16046, 2.92457)  -0.848
F (-3.67461, -3.12594, 4.22650)  -0.458
H (3.20573, -3.35876, 3.16833)  0.208
H (2.24499, -2.92089, 1.61755)  0.197
H (1.38631, -3.06757, 3.31389)  0.191
H (1.31846, -0.93784, 1.39285)  0.180
H (2.38516, 0.52367, 2.03749)  0.197
H (0.37306, -0.74698, 4.08181)  0.247
H (0.99531, 0.99098, 3.91886)  0.224
H (-0.55984, 0.67165, 1.40218)  0.169
H (-1.19065, 1.54519, 3.01117)  0.223
H (-1.76090, -1.00388, 3.81288)  0.250
H (-2.98936, -0.00636, 2.77394)  0.229
H (-0.68813, -1.91807, 1.36945)  0.227
H (-2.12224, -1.05130, 0.57289)  0.253
Cl (0.89424, -5.37377, 0.44917)  -0.440
Be (-0.93953, 2.48820, 1.30423)  0.150
B (-0.05994, 2.02948, -4.10775)  1.142
O (1.31963, 2.49064, -4.34256)  -0.623
C (1.44016, 2.72628, -5.64727)  0.707
O (2.46593, 3.12912, -6.20442)  -0.545
C (0.17194, 2.43776, -6.31234)  0.652
O (-0.05022, 2.55055, -7.49254)  -0.485
O (-0.72565, 2.02374, -5.41360)  -0.628
O (-0.06975, 0.69044, -3.50511)  -0.609
C (-0.70511, 0.79298, -2.33697)  0.655
O (-0.89071, -0.12959, -1.57746)  -0.533
C (-1.12924, 2.17159, -2.12896)  0.702
O (-1.73333, 2.59570, -1.15822)  -0.730
O (-0.75780, 2.91921, -3.16413)  -0.609
Be (-3.66197, 3.71216, -1.18994)  0.060
Br (4.79206, 3.35364, -6.72872)  0.238
Cl (4.01888, 2.35157, -4.48712)  0.246
K (-0.95259, 5.02957, 0.46860)  0.842
F (5.77993, 1.70258, -3.10974)  -0.406

Atomic forces in eV per Å
0.1 -1.4 0.9
-1.5 -0.1 -1.7
0.3 0.2 0.8
0.5 0.0 0.1
0.1 -1.6 1.5
0.4 1.0 -0.5
0.5 1.7 -0.2
0.5 0.0 1.3
0.4 -0.3 0.0
2.9 -6.1 2.0
-4.3 1.3 -1.6
-0.4 5.4 0.5
2.2 -0.3 -2.5
-1.5 1.4 -0.8
0.1 0.5 1.7
1.5 0.8 -1.2
0.7 0.9 1.3
-1.1 -1.6 0.1
0.1 1.5 -1.6
-0.7 -1.4 -1.0
-0.4 -0.2 1.4
0.6 -1.2 -0.8
-0.5 0.5 -1.8
1.7 -1.4 -0.2
-1.9 0.6 0.8
0.5 -1.2 1.7
-0.6 0.3 -0.2
0.1 -0.7 0.6
-0.2 -0.6 -0.8
-0.2 0.3 -1.2
2.8 0.9 1.0
-3.8 -0.9 1.4
-2.9 -0.5 -2.6
0.5 0.0 1.1
0.9 0.3 0.3
-0.5 0.7 0.9
1.0 -3.6 -0.4
-0.1 0.9 -0.1
-0.3 2.7 -0.8
0.1 0.0 0.0
-0.4 -0.6 1.5
-0.2 0.1 0.0
1.4 -0.8 1.7
3.4 0.4 -0.9
-0.1 1.2 -0.5
-1.7 0.5 -1.1

Output
Net charge: 0

Entry from the Open Molecules 2025 dataset: 2 unconnected molecules or ions with the total composition C10H13BF3NO7 at a distorted geometry (the ωB97M-V functional and the def2-TZVPD basis).

Each line ends with the natural charge from an NBO analysis.
Geometry (Å):
O (-3.95481, 4.30646, 1.54408)  -0.542
C (-4.10405, 3.30124, 0.92340)  0.757
O (-5.14556, 3.07233, 0.14370)  -0.643
C (-3.08827, 2.21730, 0.94926)  -0.013
C (-3.22849, 1.06573, 1.71436)  -0.233
C (-2.22670, 0.14105, 1.70553)  0.105
N (-1.10922, 0.33913, 0.98306)  -0.454
C (-0.95916, 1.43557, 0.22785)  0.586
O (0.17185, 1.56132, -0.46212)  -0.641
B (1.06098, 2.48699, 0.17063)  1.331
O (1.84867, 2.04389, 1.21620)  -0.907
O (1.14366, 3.77539, -0.27755)  -0.900
C (-1.95548, 2.40318, 0.18833)  -0.266
H (-5.74187, 3.82672, 0.27030)  0.512
H (-4.10666, 0.90504, 2.31233)  0.256
H (-2.27493, -0.78167, 2.25542)  0.255
H (-0.35269, -0.35014, 0.97254)  0.492
H (1.35452, 2.11886, 2.04132)  0.500
H (0.87494, 4.37427, 0.42774)  0.509
H (-1.81333, 3.26772, -0.43547)  0.268
C (3.91335, -2.15551, -1.36249)  -0.645
C (3.30207, -3.45374, -1.88195)  -0.071
O (2.33845, -4.04956, -1.04623)  -0.579
C (0.96155, -3.55367, -1.10579)  0.333
O (0.46773, -3.40929, -2.28780)  -0.859
C (0.80575, -2.23591, -0.28839)  0.907
F (1.52727, -2.18495, 0.86903)  -0.361
F (-0.49683, -2.09214, 0.13620)  -0.388
F (1.07367, -1.08630, -0.92954)  -0.345
H (4.10006, -2.21732, -0.28950)  0.203
H (4.85878, -1.95801, -1.87420)  0.198
H (3.26765, -1.30002, -1.54693)  0.202
H (4.10700, -4.19267, -1.94034)  0.162
H (2.91862, -3.33172, -2.89923)  0.188
H (0.46145, -4.28958, -0.42374)  0.083

Atomic forces in eV per Å
0.3 0.7 0.6
-0.2 0.1 0.1
-0.3 -0.5 -0.2
0.3 -0.2 -0.5
-0.2 0.0 0.1
0.2 -0.4 0.1
-0.1 0.6 0.0
0.4 0.1 -0.6
-0.2 0.3 0.5
1.2 0.1 -0.1
-1.1 0.2 -0.1
-1.1 -0.5 -0.1
0.0 -0.3 0.1
-0.1 0.1 -0.2
-0.2 -0.1 0.1
0.0 -0.2 0.1
-0.2 -0.2 -0.2
0.5 -0.3 0.3
0.6 0.4 -0.1
0.1 0.1 -0.1
-0.1 0.1 -0.1
0.2 -0.3 -0.3
0.1 0.4 0.8
-0.4 -0.4 -0.9
-0.1 0.3 0.1
0.9 -0.3 0.2
-0.1 0.2 0.1
-0.3 -0.1 0.1
-0.1 0.1 0.0
0.1 -0.1 0.0
0.0 -0.1 0.0
0.0 0.0 0.0
0.0 -0.1 0.0
-0.2 0.1 0.1
0.1 -0.1 0.0

Output
Net charge: 0

Entry from the Open Molecules 2025 dataset: a molecular structure, C10H13Br12NO2 at a distorted geometry (the ωB97M-V functional and the def2-TZVPD basis).

Each line ends with the natural charge from an NBO analysis.
Geometry (Å):
C (1.93652, -1.66381, 1.88437)  -0.285
C (1.96775, -0.78782, 1.06434)  0.034
C (1.72565, 0.26157, 0.06080)  -0.488
C (1.24034, 1.57992, 0.67675)  -0.418
C (-0.16692, 1.51762, 1.32337)  -0.085
O (-0.78442, 0.22800, 1.24168)  -0.522
C (-1.62635, 0.08574, 0.18374)  0.902
N (-2.76352, 0.92510, 0.19925)  -0.911
O (-1.38325, -0.74514, -0.64808)  -0.570
H (1.81663, -2.51477, 2.52856)  0.227
H (1.08304, -0.09967, -0.74045)  0.251
H (2.69971, 0.46771, -0.39801)  0.232
H (1.19841, 2.31043, -0.13393)  0.210
H (1.96172, 1.90761, 1.42402)  0.215
H (-0.81669, 2.28189, 0.89202)  0.194
H (-0.07406, 1.78786, 2.37865)  0.197
H (-3.01902, 1.20704, -0.73672)  0.392
H (-3.52014, 0.45030, 0.67407)  0.398
C (-0.74663, 0.30714, -4.41612)  -0.498
Br (1.08856, 0.22441, -4.98947)  0.095
Br (-1.03098, 1.73986, -3.16090)  0.071
Br (-1.96044, 0.41562, -5.90416)  0.097
H (-0.96043, -0.61550, -3.89374)  0.236
C (-4.27454, -3.17395, -7.46558)  -0.500
Br (-4.55248, -2.41395, -5.71964)  0.094
Br (-4.13364, -1.80648, -8.81547)  0.089
Br (-2.75606, -4.35695, -7.49033)  0.095
H (-5.14646, -3.76676, -7.70023)  0.225
C (2.61258, -3.97444, 6.11606)  -0.501
Br (2.45611, -3.15623, 7.85425)  0.086
Br (2.44665, -2.67977, 4.69546)  0.110
Br (4.23549, -4.99818, 5.95494)  0.090
H (1.78842, -4.66554, 6.01481)  0.224
C (1.85106, 4.83101, 3.49058)  -0.499
Br (1.11447, 5.26749, 1.76368)  0.088
Br (1.22996, 3.11777, 4.11358)  0.101
Br (3.77257, 4.93087, 3.49105)  0.099
H (1.49039, 5.57399, 4.18681)  0.226

Atomic forces in eV per Å
0.0 -0.3 -0.2
-0.9 0.0 -0.1
1.2 0.1 0.4
-0.7 -0.4 -0.4
0.4 0.6 0.6
-0.4 0.3 -0.3
0.5 -0.7 -0.1
0.4 0.3 0.2
-0.2 0.2 -0.3
0.1 0.4 -0.6
-0.2 -0.1 0.2
-0.1 0.1 -0.1
0.2 0.1 0.1
0.0 0.1 -0.1
-0.1 -0.2 -0.1
-0.2 -0.4 -0.3
-0.2 -0.4 -0.1
-0.1 0.2 0.1
0.0 -0.1 0.0
-0.1 0.0 0.0
0.0 0.1 0.0
0.1 0.1 0.0
0.0 0.0 0.0
0.0 0.0 0.0
0.0 -0.1 0.0
0.0 0.0 0.1
0.0 0.1 0.0
0.0 0.0 0.0
0.0 0.1 0.0
0.0 0.0 -0.1
0.2 -0.3 0.8
-0.1 0.1 0.0
0.0 0.0 0.0
0.0 0.0 0.0
0.0 0.0 0.0
0.2 0.2 0.2
-0.1 0.0 0.0
0.0 0.0 0.0

Output
Net charge: 0

| no. | calculated total energy (eV) | gap between HOMO and LUMO (eV) | molar mass (g mol⁻¹) |
| --- | --- | --- | --- |
| 1 | -20486.6943 | 10.0 | 176.3 |
| 2 | -18437.0209 | 8.2 | 160.3 |
| 3 | -171841.2586 | 1.4 | 738.9 |
| 4 | -35232.5579 | 3.9 | 327.0 |
| 5 | -856671.8849 | 9.3 | 1138.1 |